#a
Molecular formula: C4H5NO2
Method: DFT, ωB97M-V with the def2-TZVPD basis set

## Properties
LUMO in eV: -0.1

```
12
Properties=species:S:1:pos:R:3:lowdin_charge:R:1
O 1.56333 1.54367 1.20734 0.08
C 1.80375 0.52515 0.60668 -0.15
C 0.80239 -0.35943 -0.15413 -0.60
O 1.07355 -0.85802 -1.23499 0.05
N -0.24793 -0.81601 0.61964 0.14
C -1.45576 -0.78517 -0.13456 -0.16
C -0.85507 0.57224 -0.21524 0.01
H 2.81456 0.09879 0.52657 0.13
H -2.29785 -0.89865 0.52583 0.11
H -1.51890 -1.33888 -1.06447 0.12
H -0.68206 0.99941 -1.22632 0.15
H -1.00003 1.31691 0.54367 0.10
```

***

#b
Molecular formula: C4H5NO2
Method: DFT, ωB97M-V with the def2-TZVPD basis set

## Properties
LUMO in eV: 0.1
SMILES: C=NC(C=O)C=O

```
12
Properties=species:S:1:pos:R:3:lowdin_charge:R:1
C 0.85134 -0.10299 1.40593 -0.03
N 0.17911 0.91966 1.06712 0.05
C -0.56007 0.43823 -0.14146 -0.29
C -0.74987 -1.09599 -0.30669 -0.23
O -1.61478 -1.71577 0.26244 0.07
C 0.23064 1.02213 -1.25277 -0.23
O 1.07581 0.36580 -1.82152 0.05
H 1.33512 -0.77152 0.67854 0.10
H 0.76970 -0.41840 2.43219 0.09
H -1.54109 0.83372 0.11648 0.15
H -0.06660 -1.57781 -1.03309 0.13
H 0.09069 2.10294 -1.40719 0.13
```

***

#b (0.0173 hartree below the next structure)

***

#a
Molecular formula: C4H5NO2
Method: DFT, ωB97M-V with the def2-TZVPD basis set

## Properties
LUMO in eV: 0.8
SMILES: O=C1NC[C@H]2O[C@@H]12

```
12
Properties=species:S:1:pos:R:3:lowdin_charge:R:1
O 1.08486 2.36198 -0.10919 0.13
C 0.67127 1.24328 -0.01245 -0.44
N 1.39359 0.02662 -0.03933 0.07
C 0.48220 -1.00860 -0.59102 -0.12
C -0.90035 -0.59308 -0.10201 -0.23
O -0.85387 -0.38896 1.30024 0.00
C -0.77746 0.77017 0.42802 -0.11
H 0.96594 0.10305 0.96344 0.16
H 0.79118 -1.98715 -0.20906 0.13
H 0.50693 -1.04543 -1.68634 0.13
H -1.81232 -0.98272 -0.53932 0.15
H -1.55198 1.50084 0.59703 0.15
```

***

#b
Molecular formula: C4H5NO2
Method: DFT, ωB97M-V with the def2-TZVPD basis set

## Properties
LUMO in eV: -0.3
SMILES: O=CC(=O)N1CC1

```
12
Properties=species:S:1:pos:R:3:lowdin_charge:R:1
O -0.78336 0.04995 2.46880 0.09
C -1.45431 -0.11199 1.48569 -0.15
C -1.14730 0.31642 0.04188 -0.41
O -2.11523 0.35372 -0.68627 0.10
N 0.11561 0.60284 -0.43733 -0.01
C 0.84574 -0.29379 -1.30560 -0.09
C 1.46854 0.26660 -0.07239 -0.10
H -2.44797 -0.60717 1.48858 0.13
H 1.12003 0.05635 -2.29630 0.11
H 0.55276 -1.34398 -1.25511 0.12
H 1.69252 -0.39399 0.76064 0.11
H 2.15297 1.10504 -0.19260 0.11
```

***

#b (0.0269 hartree below the next structure)

***

#a
Molecular formula: C4H5NO2
Method: DFT, ωB97M-V with the def2-TZVPD basis set

## Properties
LUMO in eV: 0.6
SMILES: O=C1NC[C@H]2O[C@@H]12

```
12
Properties=species:S:1:pos:R:3:lowdin_charge:R:1
O 1.03878 2.24219 0.72460 0.11
C 0.59490 1.14848 0.49072 -0.38
N 1.32766 0.08878 -0.13454 0.06
C 0.47364 -1.10688 -0.23920 -0.14
C -0.92431 -0.54309 -0.14742 -0.23
O -1.30615 -0.41132 1.23029 0.04
C -0.86796 0.74655 0.53974 -0.16
H 1.49587 0.39875 -1.08598 0.13
H 0.71441 -1.87634 0.51567 0.13
H 0.60101 -1.58707 -1.20720 0.11
H -1.49382 -0.58975 -1.09658 0.16
H -1.65403 1.48970 0.40989 0.16
```

***

#b
Molecular formula: C4H5NO2
Method: DFT, ωB97M-V with the def2-TZVPD basis set

## Properties
LUMO in eV: 0.5
SMILES: N[C@]12C[C@H]1OC2=O

```
12
Properties=species:S:1:pos:R:3:lowdin_charge:R:1
N 0.41638 1.31379 1.08507 0.12
C 0.33425 0.18697 0.26428 -0.25
C -1.29412 -0.11250 -0.61341 0.09
C -0.54233 -1.00198 0.27302 -0.25
O 0.34210 -1.63462 -0.72634 0.01
C 1.19684 -0.49067 -0.71324 -0.40
O 2.20561 -0.24530 -1.30686 0.14
H 0.85276 2.10487 0.62747 0.10
H 0.81628 1.20045 2.01635 0.10
H -1.66761 0.87599 -0.45432 0.07
H -1.66095 -0.63286 -1.53007 0.12
H -0.89448 -1.60652 1.10232 0.15
```

***

#c
Molecular formula: C4H5NO2
Method: DFT, ωB97M-V with the def2-TZVPD basis set

## Properties
LUMO in eV: 0.8
SMILES: Nc1cc(O)co1

```
12
Properties=species:S:1:pos:R:3:lowdin_charge:R:1
N -2.21337 -0.35441 -0.48673 0.17
C -0.90789 -0.09510 -0.18036 -0.39
C 0.21438 -0.95515 -0.03408 -0.03
C 1.28479 0.06110 -0.00622 -0.44
O 2.57953 -0.30177 0.05579 0.06
C 0.76332 1.30356 0.09271 -0.05
O -0.61470 1.19835 -0.07111 0.05
H -2.90780 0.15984 0.03895 0.11
H -2.44241 -1.32733 -0.62243 0.11
H 0.49854 -0.73271 1.09360 0.18
H 2.60317 -1.22990 -0.22906 0.11
H 1.14242 2.27352 0.34893 0.12
```

***

#d
Molecular formula: C4H5NO2
Method: DFT, ωB97M-V with the def2-TZVPD basis set

## Properties
LUMO in eV: -0.1

```
12
Properties=species:S:1:pos:R:3:lowdin_charge:R:1
C -1.35159 -0.42410 -0.48279 -0.05
C 0.10296 -0.05954 -0.61719 -0.43
C 0.44113 1.37684 -0.25453 -0.27
O 1.55619 1.82916 -0.26497 0.06
C 1.03668 -0.15927 2.33456 0.03
O 2.05011 -0.47955 2.73082 0.06
N 1.06244 -0.81042 -0.97464 0.17
H -1.96387 0.15930 -1.18098 0.09
H -1.51704 -1.48705 -0.67845 0.08
H -1.70328 -0.19541 0.53067 0.08
H -0.43102 2.00121 0.03993 0.12
H 0.71728 -1.75118 -1.18243 0.06
```

***

#d (0.0281 hartree below the next structure)

***

#a
Molecular formula: C4H5NO2
Method: DFT, ωB97M-V with the def2-TZVPD basis set

## Properties
LUMO in eV: -0.3
SMILES: O=CC(=O)N1CC1

```
12
Properties=species:S:1:pos:R:3:lowdin_charge:R:1
O 1.89660 -0.14274 1.96085 0.10
C 2.06605 0.03872 0.78794 -0.16
C 0.95107 0.29386 -0.22094 -0.42
O 1.27364 0.50453 -1.36625 0.11
N -0.34186 0.40712 0.26807 -0.01
C -1.29957 -0.69130 0.25239 -0.08
C -1.41490 0.43466 -0.70167 -0.11
H 3.06402 0.06436 0.31349 0.13
H -1.95851 -0.74932 1.11154 0.11
H -0.95180 -1.64046 -0.14510 0.12
H -1.14057 0.26406 -1.73874 0.11
H -2.14418 1.21653 -0.52157 0.11
```

***

#b
Molecular formula: C4H5NO2
Method: DFT, ωB97M-V with the def2-TZVPD basis set

## Properties
LUMO (spin up / spin down) in eV: -0.7 / -0.7

```
12
Properties=species:S:1:pos:R:3:lowdin_charge:R:1
C 0.97694 0.32786 0.21220 -0.33
C -0.34085 -0.62638 0.19142 -0.43
C 0.64448 1.14335 -1.00542 -0.15
C -0.21792 -1.89069 0.66756 0.12
O -1.54769 0.01460 0.45819 0.01
N 0.22509 2.28373 -1.24181 0.12
O 2.08038 -0.01328 0.53402 0.12
H -1.66034 0.76646 -0.14145 0.09
H 0.14714 2.92970 -0.44972 0.09
H -0.02499 -0.22118 -1.19661 0.23
H 0.75252 -2.35650 0.77003 0.08
H -1.03476 -2.35766 1.20159 0.08
```

***

#c
Molecular formula: C4H5NO2
Method: DFT, ωB97M-V with the def2-TZVPD basis set

## Properties
LUMO in eV: 0.7
SMILES: NC1=C=C(O)CO1

```
12
Properties=species:S:1:pos:R:3:lowdin_charge:R:1
N 1.69672 1.58516 -0.26926 0.15
C 0.66908 0.70240 -0.08534 -0.39
C -0.30797 0.63257 0.89424 0.02
C -1.06694 -0.38744 0.35526 -0.43
O -2.23953 -0.88444 0.74090 0.09
C -0.37433 -1.12349 -0.70233 -0.12
O 0.63380 -0.24966 -1.10719 -0.01
H 2.57516 1.18335 -0.56087 0.11
H 1.79715 2.24569 0.48414 0.10
H -2.47894 -0.34972 1.51019 0.12
H -0.09223 -1.70106 0.30459 0.20
H -0.81196 -1.65334 -1.56434 0.16
```

***

#d
Molecular formula: C4H5NO2
Method: DFT, ωB97M-V with the def2-TZVPD basis set

## Properties
LUMO in eV: 0.6
SMILES: COC#[N+][O-].C#C

```
12
Properties=species:S:1:pos:R:3:lowdin_charge:R:1
C -0.02839 -1.91001 -0.67415 -0.02
O -1.25667 -1.15198 -0.56992 -0.02
C -1.24393 -0.28179 0.39714 -0.12
N -1.13056 0.37846 1.33768 -0.09
O -1.00456 1.17426 2.26727 -0.06
H 0.80920 -1.22823 -0.84248 0.09
H 0.12106 -2.48764 0.24190 0.10
H -0.17042 -2.57354 -1.52612 0.10
C 0.76513 2.18956 -0.07028 0.00
C 1.18774 2.02370 -1.18568 0.00
H 0.35664 2.29699 0.91957 0.01
H 1.56826 1.90806 -2.17683 0.01
```

***

#a (0.0574 hartree below the next structure)